77
Properties=species:S:1:pos:R:3:forces:R:3 method="wB97M-V/def2-TZVPD" multiplicity=1 charge=+3 gap_ev="5.18 / 4.13"
Os 0.856046 1.105497 -0.564496 0.236 -1.672 0.298
C 3.772259 0.842768 0.081162 -0.139 0.030 0.032
N 3.034380 0.966238 -1.203925 0.232 0.179 -0.385
C 3.512885 -0.128987 -2.089404 -0.108 0.013 0.081
C 3.428895 2.251380 -1.854279 0.022 -0.092 -0.050
C 2.663595 3.406031 -1.267547 -0.124 -0.021 0.056
N 1.202214 3.138025 -1.330726 -0.415 0.055 -0.027
C 0.756942 3.044616 -2.747856 0.120 -0.025 -0.040
C 0.496839 4.281563 -0.705915 0.035 -0.050 -0.024
H 4.846996 0.907437 -0.107367 0.021 -0.017 0.013
H 3.548611 -0.122174 0.530172 0.012 0.021 0.007
H 3.491891 1.637688 0.772508 0.004 -0.018 -0.002
H 4.574525 0.017478 -2.303546 0.007 -0.012 0.004
H 2.960698 -0.117665 -3.027697 -0.018 -0.018 0.020
H 3.379540 -1.088387 -1.596481 -0.026 0.012 -0.032
H 3.229223 2.159703 -2.921149 -0.007 0.012 0.013
H 4.505773 2.400155 -1.746956 0.017 0.042 0.018
H 2.892050 4.327021 -1.811047 0.020 -0.002 0.004
H 2.922104 3.569718 -0.219874 0.023 0.015 -0.002
H 1.170989 3.869639 -3.332714 -0.026 0.043 0.006
H -0.327468 3.074204 -2.776338 0.015 0.024 -0.007
H 1.091580 2.104551 -3.199233 -0.035 0.061 0.039
H 0.725544 5.197433 -1.255419 -0.006 0.016 0.015
H 0.828019 4.396294 0.324206 -0.003 0.005 0.016
H -0.572729 4.092386 -0.747293 0.023 0.002 0.028
O -1.767288 2.093821 -1.135737 -0.458 0.262 -0.034
C -1.132813 1.058679 -1.035030 0.700 0.478 0.306
C -1.874949 -0.239123 -1.206171 0.076 -0.279 0.156
C -3.150002 -0.286117 -1.764920 0.098 -0.039 0.032
C -3.812607 -1.502679 -1.833143 -0.013 -0.051 -0.006
C -3.215262 -2.665620 -1.349289 -0.016 -0.056 0.002
C -1.941884 -2.626336 -0.796705 -0.038 -0.012 -0.012
C -1.281316 -1.404461 -0.712959 -0.083 0.146 0.002
P 0.419605 -1.168186 -0.154533 -0.066 0.522 -0.429
C 0.472461 -1.340244 1.649535 -0.288 0.538 -0.427
C -0.754933 -1.146581 2.498626 -0.208 0.784 0.056
C -0.514282 -1.001783 3.968594 0.236 -0.224 -0.036
C 0.703983 -1.204321 4.505360 -0.289 0.027 0.254
C 1.812587 -1.509775 3.671237 -0.266 -0.025 -0.564
C 1.674794 -1.561631 2.286785 0.471 -0.082 0.423
C 1.295080 -2.573396 -0.886783 -0.162 -0.204 0.192
C 1.242941 -2.637516 -2.282648 -0.010 0.170 -0.024
C 1.780550 -3.721357 -2.952654 0.033 -0.014 0.026
C 2.364694 -4.758605 -2.233931 -0.005 -0.010 0.011
C 2.386334 -4.719070 -0.847650 0.031 -0.014 -0.015
C 1.843957 -3.635170 -0.169708 0.049 0.035 -0.090
H -3.597179 0.616728 -2.160037 0.018 0.017 0.020
H -4.792596 -1.557605 -2.288981 -0.004 -0.001 0.003
H -3.737775 -3.610372 -1.427852 0.005 0.002 -0.022
H -1.456940 -3.541912 -0.475915 -0.006 -0.011 0.017
H -1.356794 -2.043214 2.322919 0.209 -0.256 0.109
H -1.371957 -0.792936 4.598262 0.015 0.070 -0.014
H 0.841047 -1.142461 5.576674 0.020 0.015 0.002
H 2.780403 -1.693432 4.117680 0.049 -0.013 0.025
H 2.556745 -1.766667 1.693027 -0.043 0.029 0.010
H 0.762607 -1.846456 -2.852382 0.037 0.009 0.025
H 1.739727 -3.763685 -4.032792 -0.008 0.003 0.006
H 2.787979 -5.605245 -2.757476 -0.003 -0.003 0.009
H 2.816707 -5.538806 -0.288569 0.002 -0.003 -0.002
H 1.848022 -3.642831 0.910371 -0.008 -0.062 0.007
C -4.415026 3.208100 1.638887 -0.030 -0.023 0.033
C -3.552364 2.022428 1.823889 0.121 0.087 -0.067
C -3.986995 0.723037 1.976964 0.009 -0.163 0.028
C -3.078726 -0.306500 2.135206 -0.103 0.078 -0.005
N -1.728646 -0.034656 2.101408 -0.001 -0.249 -0.070
C -1.285665 1.228069 1.883386 0.667 0.369 -0.250
S 0.346982 1.755610 1.634942 -0.362 -0.332 0.411
N -2.213563 2.201274 1.816129 -0.312 -0.040 -0.182
C -3.572600 -1.692319 2.355199 0.031 -0.004 0.056
H -5.462562 2.956341 1.776338 -0.003 0.004 -0.003
H -4.271653 3.589474 0.622485 0.005 0.018 0.007
H -4.138310 3.996771 2.342514 0.001 0.018 -0.028
H -5.044435 0.505702 1.994633 0.010 -0.002 -0.012
H -1.838480 3.127975 1.623019 0.037 -0.027 0.030
H -4.658757 -1.696107 2.328498 0.016 -0.030 0.004
H -3.255708 -2.083305 3.325142 -0.030 -0.012 0.000
H -3.206510 -2.356173 1.569334 -0.010 -0.040 -0.047



79
Properties=species:S:1:pos:R:3:forces:R:3 method="wB97M-V/def2-TZVPD" multiplicity=2 charge=+2 gap_ev="6.03 / 6.53"
Ru -1.815448 -0.718511 -0.175278 0.726 0.303 0.585
O -5.464781 -0.252759 2.021643 -0.015 0.062 0.020
C -4.217823 -0.368209 1.672829 0.098 0.111 -0.005
O -3.810185 -0.154333 0.531808 -0.111 -0.173 0.051
C -3.274553 -0.721229 2.799947 -0.051 -0.073 -0.060
O -2.126695 -1.360808 2.287523 -0.002 -0.014 0.198
C -2.234071 -2.796444 2.188495 -0.025 0.118 -0.056
C -2.917132 -3.177727 0.879892 -0.045 -0.313 -0.113
O -3.883094 -3.890517 0.826914 -0.018 0.006 0.001
O -2.315356 -2.674860 -0.189739 0.058 0.086 0.485
H -6.021100 0.028891 1.274332 0.011 -0.004 0.009
H -3.786784 -1.313465 3.558988 0.008 -0.028 -0.019
H -2.954585 0.221989 3.252870 -0.025 -0.006 0.025
H -2.775421 -3.205217 3.039404 -0.022 0.026 -0.001
H -1.211385 -3.171742 2.178760 -0.011 -0.024 0.019
C -3.595597 -3.637044 -3.281428 -0.116 0.088 0.135
Te -2.684967 -1.836985 -2.689044 0.101 -0.326 -0.630
C -2.353523 -0.990280 -4.586605 -0.099 0.003 -0.022
H -2.811039 -4.173664 -3.810180 -0.021 -0.015 -0.015
H -4.443720 -3.414661 -3.924990 -0.003 0.017 0.007
H -3.904029 -4.156373 -2.376573 0.017 0.000 0.001
H -3.282751 -0.574873 -4.974759 -0.001 -0.007 -0.001
H -1.969774 -1.767427 -5.243482 -0.011 -0.011 0.005
H -1.614892 -0.199343 -4.460585 0.005 -0.013 0.004
C 1.635392 4.052209 5.895602 0.012 0.002 0.010
C 1.298115 3.111812 4.778016 0.009 0.001 0.010
C 1.886243 1.860352 4.680548 -0.036 0.021 0.028
C 1.576769 0.973726 3.655220 0.020 -0.021 -0.076
C 2.289903 -0.358909 3.661005 0.005 -0.023 0.011
C 0.661162 1.383704 2.664360 -0.014 -0.029 0.307
Te 0.540775 0.017319 1.061830 -0.612 -0.267 -0.443
N -0.157973 -1.344000 -1.053366 0.094 -0.073 -0.408
C 0.027427 -2.223347 -1.929630 -0.065 0.110 0.137
O -0.975725 -2.720549 -2.757941 0.019 0.084 -0.005
C 1.329500 -2.857189 -2.226099 -0.008 -0.001 -0.026
C 2.278161 -2.948084 -1.209444 0.014 0.017 -0.003
C 3.509951 -3.524389 -1.461551 -0.008 0.001 -0.005
C 3.804058 -4.004348 -2.732350 -0.002 0.000 0.001
C 2.861505 -3.916364 -3.746350 0.002 -0.002 0.004
C 1.621304 -3.351140 -3.494690 -0.006 -0.012 0.002
C 0.954110 1.298092 -0.555327 -0.071 0.118 -0.022
C 2.292843 1.565534 -0.841757 -0.012 0.038 0.010
C 3.413718 1.092034 0.042971 0.007 0.008 0.000
C 2.578629 2.309211 -1.983363 -0.011 -0.028 -0.020
C 1.584608 2.768803 -2.837305 0.011 -0.001 0.004
C 1.920334 3.560347 -4.068642 0.003 -0.010 -0.002
C 0.258691 2.479777 -2.522459 0.033 0.029 0.023
C -0.069690 1.756845 -1.386301 -0.014 0.001 0.154
C -1.532452 1.581421 -1.073999 -0.040 -0.160 0.060
C 0.018806 2.630773 2.771626 0.011 -0.054 -0.078
C -1.028248 3.085423 1.799543 -0.016 0.021 -0.030
C 0.353562 3.469506 3.818453 -0.004 -0.019 0.037
H 2.434731 3.661627 6.521377 0.000 -0.003 0.000
H 0.761849 4.224907 6.526120 -0.001 0.000 0.001
H 1.947079 5.020407 5.502534 0.002 0.001 0.000
H 2.604453 1.554131 5.431579 0.003 -0.003 0.007
H 2.660423 -0.569664 4.661854 0.027 0.012 -0.005
H 3.153193 -0.353959 2.990654 -0.011 -0.010 -0.017
H 1.652403 -1.196519 3.377442 -0.025 0.008 0.027
H 2.034146 -2.582611 -0.220104 0.001 0.013 0.000
H 4.240251 -3.609443 -0.668198 0.004 0.001 0.000
H 4.767994 -4.453675 -2.929288 0.001 -0.002 -0.002
H 3.090638 -4.293700 -4.733455 0.002 0.002 -0.002
H 0.885723 -3.289109 -4.284564 -0.002 -0.006 -0.004
H 3.301895 0.037184 0.309574 0.007 -0.006 -0.010
H 3.457591 1.675432 0.966401 -0.012 -0.014 0.013
H 4.373252 1.192470 -0.459753 0.001 0.030 0.008
H 3.614577 2.523830 -2.217097 0.004 0.003 0.002
H 2.978458 3.809740 -4.103419 0.002 0.000 0.001
H 1.349944 4.488752 -4.102070 -0.003 0.001 0.001
H 1.678649 2.994516 -4.969845 -0.002 -0.002 0.001
H -0.532309 2.852890 -3.165782 -0.003 0.001 0.004
H -2.130755 1.254945 -1.922195 0.073 -0.018 -0.031
H -1.975187 2.524467 -0.743854 -0.042 0.038 -0.066
H -1.758778 1.042955 -0.079074 0.237 0.416 -0.151
H -1.738735 2.283542 1.593658 -0.048 -0.023 -0.017
H -0.579802 3.412141 0.858704 0.003 -0.029 -0.020
H -1.593664 3.921087 2.207813 0.023 0.022 -0.019
H -0.140794 4.430705 3.901669 -0.010 0.001 -0.022



74
Properties=species:S:1:pos:R:3:forces:R:3 method="wB97M-V/def2-TZVPD" multiplicity=3 gap_ev="6.72 / 7.93"
C -2.388876 0.796833 -4.990193 -0.246 0.032 -0.075
C -2.205003 -0.436106 -4.374278 0.213 -0.359 0.318
C -1.441210 -0.535196 -3.199054 -0.736 0.555 -0.598
C -0.914829 0.639421 -2.646213 1.018 -0.039 0.450
C -1.106532 1.889170 -3.256758 -0.646 -0.657 -0.584
C -1.873291 1.957413 -4.419730 0.281 0.178 -0.001
C -1.275141 -1.890236 -2.532983 -0.259 -0.233 0.123
C 0.155165 -2.431600 -2.342528 0.636 0.143 -0.252
N 1.215710 -1.385205 -2.121957 0.088 -0.810 -0.032
Ti 0.455114 0.301876 -1.052719 -0.679 0.464 0.659
C -0.439109 3.112531 -2.694913 0.868 0.373 0.394
P 1.146486 2.526835 -1.884192 -1.980 -1.132 -0.255
H -2.651327 -1.347552 -4.784644 0.124 0.340 -0.095
H -2.015182 2.932418 -4.880776 -0.110 -0.181 -0.174
H -2.944391 0.849808 -5.923950 0.019 0.036 0.176
H -1.028844 3.612517 -1.915264 -0.010 -0.065 -0.181
H -0.136315 3.834651 -3.465342 -0.486 -0.032 0.041
H -1.791912 -1.911700 -1.553306 0.291 0.233 -0.418
H -1.785360 -2.625933 -3.167694 -0.007 0.044 0.198
H 0.182558 -3.132023 -1.494266 -0.039 0.338 -0.222
C 1.856228 3.920041 -1.014530 0.115 -0.082 0.132
C 2.117825 2.544184 -3.447820 0.491 0.085 -0.036
H 0.471961 -2.992292 -3.237707 -0.168 -0.005 0.183
C 1.779985 -0.952812 -3.416088 0.025 -0.265 -0.009
C 2.319354 -1.912877 -1.275703 0.080 -0.182 -0.331
H 0.176952 2.016668 -0.603307 -0.082 0.772 0.040
H 2.249349 -1.819215 -3.899130 0.053 0.048 -0.081
H 0.998457 -0.564278 -4.071473 0.066 -0.019 0.173
H 2.543975 -0.188655 -3.255703 -0.112 -0.048 0.049
H 2.912970 -2.635288 -1.868942 -0.147 0.075 0.360
H 2.970841 -1.075429 -0.988596 -0.131 -0.260 -0.079
H 1.931095 -2.392629 -0.362780 0.062 0.245 -0.401
H 2.080403 3.596236 -3.759642 0.283 -0.258 -0.213
H 3.155533 2.217841 -3.303091 -0.182 0.154 -0.027
H 1.651193 1.924173 -4.221879 -0.019 0.137 0.259
H 1.914160 4.740296 -1.735130 0.112 0.034 0.288
H 1.234332 4.173981 -0.157668 0.037 0.082 -0.033
H 2.847766 3.625665 -0.665911 0.014 0.226 -0.020
H 1.982738 1.176596 -1.057509 1.182 0.416 -0.275
O -0.362128 -0.606094 0.345939 0.027 -0.448 1.194
Si -0.413381 -0.653551 1.994709 -0.012 -0.011 -1.294
C -2.135673 -1.145576 2.509309 0.058 0.067 0.049
C -2.361738 -2.108638 3.496574 -0.636 0.162 0.069
C -3.666697 -2.369965 3.936620 0.130 0.114 -0.156
C -4.748126 -1.649637 3.419568 0.300 -0.218 -0.059
C -4.523829 -0.707241 2.417015 0.234 0.147 -0.194
C -3.226290 -0.467959 1.946808 -0.449 -0.160 0.392
C 0.831038 -1.894923 2.614482 -0.098 0.226 0.063
C 1.802472 -1.533237 3.548623 0.237 -0.534 0.009
C 2.735171 -2.474712 3.989683 0.017 -0.014 -0.016
C 2.676521 -3.793254 3.535306 -0.086 0.138 -0.070
C 1.696701 -4.157910 2.607943 -0.080 0.062 -0.107
C 0.791275 -3.206086 2.134726 0.295 -0.258 0.231
C 0.008295 1.050769 2.626496 0.095 -0.293 0.118
C 1.302339 1.574581 2.519718 -0.029 0.398 0.049
C 1.582559 2.866100 2.972823 0.192 -0.235 -0.157
C 0.563277 3.625693 3.546402 -0.352 0.146 0.199
C -0.738020 3.111230 3.659639 0.375 -0.067 -0.053
C -0.999095 1.820081 3.196249 -0.149 0.462 0.240
H -1.519208 -2.639838 3.937767 -0.190 0.041 -0.078
H -3.833158 -3.141221 4.681929 -0.022 0.116 0.000
H -5.761487 -1.843118 3.780554 0.346 0.073 -0.115
H -5.356068 -0.143475 1.997077 0.136 -0.154 0.088
H -3.061777 0.278582 1.166746 -0.043 -0.216 0.150
H 1.834712 -0.514233 3.923767 0.046 -0.188 0.021
H 3.515247 -2.167249 4.683569 -0.154 -0.134 -0.049
H 3.392436 -4.535121 3.898290 -0.231 0.260 -0.129
H 1.633502 -5.182827 2.244331 0.079 0.184 0.103
H 0.036524 -3.484572 1.395873 0.161 -0.001 0.184
H 2.103151 0.969698 2.088607 -0.186 0.177 0.040
H 2.608162 3.258013 2.878122 -0.624 -0.118 0.130
H 0.784868 4.622011 3.936881 -0.081 -0.274 -0.171
H -1.541590 3.688185 4.126039 0.368 -0.087 -0.181
H -2.002778 1.395371 3.285209 0.307 0.252 0.048